ORCA calculation (ωB97M-V/def2-TZVPD) on a 11-piece molecular cluster, C27H41BCl2F9N10OPS overall.

Its HOMO energy is -9.77 eV. As for the structure (SMILES): C[C@H](Cl)[C@@H](Cl)B(CCC(F)(F)C(F)(F)S(F)(F)(F)(F)F)[PH2]=O.CC#N.CC#N.CC#N.CC#N.CC#N.CC#N.CC#N.CC#N.CC#N.CC#N. Its orbital gap is 9.4 eV. The total energy comes out at -4259.66743 Ha.

Atoms and positions in Å:
C: 6.15 1.91 4.88
C: 5.04 2.35 3.95
Cl: 4.01 3.57 4.77
C: 4.20 1.19 3.40
Cl: 3.02 0.50 4.57
B: 3.33 1.52 2.13
C: 2.27 2.64 1.95
C: 0.88 1.97 2.12
C: -0.02 2.72 3.08
F: -0.40 3.93 2.61
F: 0.63 2.95 4.24
C: -1.32 1.98 3.56
F: -0.93 0.88 4.22
F: -1.99 2.76 4.40
S: -2.59 1.39 2.25
F: -3.21 0.37 3.29
F: -3.67 2.46 2.66
F: -2.03 2.40 1.16
F: -1.53 0.28 1.78
F: -3.58 0.83 1.15
P: 3.45 0.34 0.58
O: 2.32 0.50 -0.39
H: 6.91 2.69 4.98
H: 5.73 1.69 5.87
H: 6.62 1.00 4.51
H: 5.44 2.89 3.08
H: 4.90 0.37 3.21
H: 2.31 2.98 0.91
H: 2.43 3.50 2.59
H: 0.95 0.95 2.52
H: 0.41 1.91 1.15
H: 4.74 0.53 0.05
H: 3.54 -0.96 1.12
C: -4.59 -2.12 -0.42
C: -5.66 -2.57 -1.29
N: -6.50 -2.93 -1.99
H: -3.64 -2.22 -0.93
H: -4.75 -1.08 -0.15
H: -4.57 -2.73 0.48
C: 10.10 2.35 6.95
C: 9.68 1.56 5.79
N: 9.35 0.95 4.88
H: 9.47 3.24 7.04
H: 9.99 1.75 7.86
H: 11.13 2.65 6.84
C: 5.55 3.35 -2.58
C: 5.53 3.11 -1.15
N: 5.53 2.91 -0.01
H: 4.68 3.95 -2.86
H: 6.45 3.88 -2.87
H: 5.51 2.40 -3.11
C: 9.86 3.00 -4.41
C: 8.55 2.46 -4.75
N: 7.51 2.05 -5.01
H: 9.76 3.75 -3.63
H: 10.51 2.20 -4.07
H: 10.30 3.47 -5.29
C: -0.99 -0.73 -1.55
C: -1.02 -1.18 -2.94
N: -1.05 -1.54 -4.03
H: -1.63 0.15 -1.44
H: -1.36 -1.52 -0.90
H: 0.03 -0.47 -1.26
C: -9.67 -4.34 -1.19
C: -10.95 -4.66 -1.81
N: -11.97 -4.96 -2.23
H: -9.82 -3.68 -0.34
H: -9.22 -5.27 -0.84
H: -8.99 -3.86 -1.90
C: -6.57 -6.34 0.30
C: -5.25 -5.73 0.28
N: -4.21 -5.23 0.27
H: -7.02 -6.24 -0.69
H: -6.48 -7.40 0.55
H: -7.20 -5.85 1.04
C: 7.19 5.86 -6.95
C: 7.37 5.72 -5.51
N: 7.51 5.60 -4.38
H: 6.33 6.48 -7.16
H: 8.08 6.32 -7.40
H: 7.04 4.87 -7.39
C: -6.74 -1.95 -5.39
C: -7.79 -2.38 -6.31
N: -8.61 -2.72 -7.04
H: -5.77 -2.03 -5.87
H: -6.91 -0.91 -5.11
H: -6.75 -2.56 -4.49
C: -13.01 -7.70 0.50
C: -11.67 -7.51 1.04
N: -10.61 -7.33 1.44
H: -13.19 -8.76 0.32
H: -13.75 -7.32 1.20
H: -13.10 -7.16 -0.45

---

ORCA calculation (ωB97M-V/def2-TZVPD) on a 6-piece molecular cluster, C25H66N6O10 overall in a non-equilibrium geometry.

As for the energy relative to the best compared isomer or geometry (same formula, charge and spin): 109.96 kcal/mol. Its HOMO energy is -8.23 eV. As for the structure (SMILES): COCCNCCOC.COCCNCCOC.COCCNCCOC.COCCNCCOC.NC(N)=O.O. Its orbital gap is 8.6 eV. The total energy comes out at -2072.74620 Ha.

Atoms and positions in Å:
C: 3.99 5.26 6.35
O: 4.84 5.41 5.23
C: 5.89 6.40 5.52
C: 6.56 7.05 4.32
N: 5.76 8.11 3.79
C: 4.34 7.99 3.40
C: 4.21 7.34 2.00
O: 2.94 7.42 1.43
C: 2.74 8.32 0.39
H: 3.40 4.35 6.43
H: 3.29 6.09 6.46
H: 4.59 5.28 7.26
H: 6.58 5.87 6.17
H: 5.49 7.16 6.18
H: 6.84 6.34 3.53
H: 7.47 7.55 4.64
H: 6.19 8.94 3.41
H: 4.00 9.03 3.46
H: 3.71 7.39 4.06
H: 4.37 6.29 2.23
H: 5.02 7.66 1.34
H: 3.38 8.03 -0.44
H: 3.03 9.36 0.58
H: 1.67 8.31 0.19
C: 0.01 4.04 -18.10
O: -0.74 3.40 -17.12
C: -0.05 2.99 -15.95
C: -1.11 2.46 -15.00
N: -0.54 2.41 -13.67
C: -1.49 2.00 -12.67
C: -1.07 2.35 -11.22
O: -1.04 3.67 -11.38
C: -0.52 4.45 -10.30
H: -0.61 4.12 -18.99
H: 0.90 3.48 -18.38
H: 0.25 5.00 -17.65
H: 0.51 3.82 -15.50
H: 0.66 2.18 -16.08
H: -1.33 1.45 -15.32
H: -2.00 3.08 -15.10
H: -0.28 3.35 -13.37
H: -1.86 0.98 -12.70
H: -2.43 2.52 -12.86
H: -0.06 1.95 -11.20
H: -1.65 1.96 -10.38
H: 0.57 4.42 -10.32
H: -1.02 4.28 -9.35
H: -0.72 5.50 -10.52
C: 1.40 -9.22 3.71
O: 1.91 -10.06 4.81
C: 2.88 -9.39 5.59
C: 3.58 -10.38 6.50
N: 2.60 -10.81 7.42
C: 3.08 -11.96 8.24
C: 2.92 -13.31 7.45
O: 1.77 -13.18 6.66
C: 1.57 -14.28 5.80
H: 0.46 -9.61 3.33
H: 2.08 -9.29 2.86
H: 1.39 -8.21 4.13
H: 2.21 -8.73 6.15
H: 3.56 -8.75 5.03
H: 4.33 -9.94 7.15
H: 4.14 -11.16 5.99
H: 1.90 -11.12 6.76
H: 2.48 -11.91 9.15
H: 4.13 -11.86 8.52
H: 2.81 -14.11 8.17
H: 3.81 -13.53 6.86
H: 0.51 -14.42 5.61
H: 2.00 -15.25 6.05
H: 2.05 -13.97 4.87
C: -4.76 -2.42 6.74
O: -5.74 -2.27 5.73
C: -5.08 -1.79 4.59
C: -6.23 -1.46 3.51
N: -6.15 -0.08 3.34
C: -6.93 0.23 2.05
C: -7.21 1.67 1.70
O: -6.05 2.35 1.25
C: -6.34 3.64 0.72
H: -4.42 -1.46 7.11
H: -3.88 -2.86 6.25
H: -5.15 -2.92 7.62
H: -4.42 -2.55 4.18
H: -4.55 -0.88 4.87
H: -7.27 -1.59 3.81
H: -6.02 -2.08 2.64
H: -5.19 0.11 3.08
H: -7.92 -0.21 2.08
H: -6.52 -0.33 1.20
H: -7.67 2.08 2.60
H: -7.90 1.81 0.87
H: -5.44 4.23 0.55
H: -6.87 4.24 1.45
H: -7.00 3.48 -0.13
N: 1.13 1.15 2.20
C: 0.06 1.02 1.40
N: -0.06 1.96 0.47
O: -0.73 0.09 1.45
H: 1.32 0.34 2.76
H: 1.33 2.04 2.64
H: -0.82 1.83 -0.19
H: 0.51 2.79 0.52
O: -3.77 5.33 3.24
H: -3.88 4.81 2.44
H: -4.65 5.35 3.62

---

What did the first record say?
ORCA calculation (ωB97M-V/def2-TZVPD) on a 11-piece molecular cluster, C27H41BCl2F9N10OPS overall.

Its HOMO energy is -9.77 eV. As for the structure (SMILES): C[C@H](Cl)[C@@H](Cl)B(CCC(F)(F)C(F)(F)S(F)(F)(F)(F)F)[PH2]=O.CC#N.CC#N.CC#N.CC#N.CC#N.CC#N.CC#N.CC#N.CC#N.CC#N. Its orbital gap is 9.4 eV. The total energy comes out at -4259.66743 Ha.

Atoms and positions in Å:
C: 6.15 1.91 4.88
C: 5.04 2.35 3.95
Cl: 4.01 3.57 4.77
C: 4.20 1.19 3.40
Cl: 3.02 0.50 4.57
B: 3.33 1.52 2.13
C: 2.27 2.64 1.95
C: 0.88 1.97 2.12
C: -0.02 2.72 3.08
F: -0.40 3.93 2.61
F: 0.63 2.95 4.24
C: -1.32 1.98 3.56
F: -0.93 0.88 4.22
F: -1.99 2.76 4.40
S: -2.59 1.39 2.25
F: -3.21 0.37 3.29
F: -3.67 2.46 2.66
F: -2.03 2.40 1.16
F: -1.53 0.28 1.78
F: -3.58 0.83 1.15
P: 3.45 0.34 0.58
O: 2.32 0.50 -0.39
H: 6.91 2.69 4.98
H: 5.73 1.69 5.87
H: 6.62 1.00 4.51
H: 5.44 2.89 3.08
H: 4.90 0.37 3.21
H: 2.31 2.98 0.91
H: 2.43 3.50 2.59
H: 0.95 0.95 2.52
H: 0.41 1.91 1.15
H: 4.74 0.53 0.05
H: 3.54 -0.96 1.12
C: -4.59 -2.12 -0.42
C: -5.66 -2.57 -1.29
N: -6.50 -2.93 -1.99
H: -3.64 -2.22 -0.93
H: -4.75 -1.08 -0.15
H: -4.57 -2.73 0.48
C: 10.10 2.35 6.95
C: 9.68 1.56 5.79
N: 9.35 0.95 4.88
H: 9.47 3.24 7.04
H: 9.99 1.75 7.86
H: 11.13 2.65 6.84
C: 5.55 3.35 -2.58
C: 5.53 3.11 -1.15
N: 5.53 2.91 -0.01
H: 4.68 3.95 -2.86
H: 6.45 3.88 -2.87
H: 5.51 2.40 -3.11
C: 9.86 3.00 -4.41
C: 8.55 2.46 -4.75
N: 7.51 2.05 -5.01
H: 9.76 3.75 -3.63
H: 10.51 2.20 -4.07
H: 10.30 3.47 -5.29
C: -0.99 -0.73 -1.55
C: -1.02 -1.18 -2.94
N: -1.05 -1.54 -4.03
H: -1.63 0.15 -1.44
H: -1.36 -1.52 -0.90
H: 0.03 -0.47 -1.26
C: -9.67 -4.34 -1.19
C: -10.95 -4.66 -1.81
N: -11.97 -4.96 -2.23
H: -9.82 -3.68 -0.34
H: -9.22 -5.27 -0.84
H: -8.99 -3.86 -1.90
C: -6.57 -6.34 0.30
C: -5.25 -5.73 0.28
N: -4.21 -5.23 0.27
H: -7.02 -6.24 -0.69
H: -6.48 -7.40 0.55
H: -7.20 -5.85 1.04
C: 7.19 5.86 -6.95
C: 7.37 5.72 -5.51
N: 7.51 5.60 -4.38
H: 6.33 6.48 -7.16
H: 8.08 6.32 -7.40
H: 7.04 4.87 -7.39
C: -6.74 -1.95 -5.39
C: -7.79 -2.38 -6.31
N: -8.61 -2.72 -7.04
H: -5.77 -2.03 -5.87
H: -6.91 -0.91 -5.11
H: -6.75 -2.56 -4.49
C: -13.01 -7.70 0.50
C: -11.67 -7.51 1.04
N: -10.61 -7.33 1.44
H: -13.19 -8.76 0.32
H: -13.75 -7.32 1.20
H: -13.10 -7.16 -0.45